C2H2N2O2S2 | ωB97M-V/def2-TZVPD

The geometry in ORCA input format:
```
! wB97M-V def2-TZVPD RIJCOSX def2/J DEFGRID3
* xyz 0 1
C -2.26 0.19 0.84
C -1.39 -1.16 -1.02
N -1.39 0.84 0.17
N -0.94 0.07 -0.84
O 3.46 -0.94 0.61
O 3.77 1.15 -0.60
S -2.55 -1.41 0.23
S 4.30 0.20 0.34
H -2.77 0.59 1.69
H -0.23 0.47 -1.43
*
```

Relative energy (zero: lowest compared OMol25 entry of this formula, charge and spin) (kcal per mole): 51.0
Maximum force (eV Å⁻¹): 1.107
LUMO energy (eV): -1.28
HOMO-LUMO gap (eV): 7.9